1.
DFT (the ωB97M-V functional and the def2-TZVPD basis) results for 11 unconnected molecules or ions with the total composition C5H31NO11S in a non-equilibrium geometry.

Structure (ORCA input):
```
! wB97M-V def2-TZVPD RIJCOSX def2/J DEFGRID3
* xyz 0 1
C 0.350 1.025 3.315
N 0.849 0.699 1.952
C -0.011 0.218 1.010
O 0.424 -0.241 -0.040
C -1.433 -0.106 1.443
C -1.694 -1.366 2.265
C -2.682 -2.394 1.595
S -4.405 -1.778 1.103
H 1.040 1.189 4.124
H -0.089 2.044 3.392
H -0.488 0.404 3.535
H 1.854 0.752 1.798
H -1.896 -0.156 0.428
H -1.960 0.728 1.934
H -0.707 -1.849 2.367
H -2.153 -1.216 3.252
H -2.172 -2.831 0.725
H -2.840 -3.021 2.461
H -4.241 -1.450 -0.162
O 4.194 0.174 -1.257
H 4.949 0.370 -0.746
H 3.441 0.707 -1.039
O 1.242 1.415 -3.848
H 0.937 0.506 -3.940
H 2.028 1.691 -4.235
O 3.887 -0.099 2.158
H 4.513 -0.788 2.085
H 3.312 -0.309 2.898
O 2.587 3.138 -0.980
H 3.105 3.531 -1.672
H 1.760 2.892 -1.425
O -1.105 2.881 -0.746
H -0.544 2.067 -0.683
H -0.974 3.218 -1.622
O -1.751 3.424 1.781
H -1.206 3.663 1.022
H -2.663 3.588 1.516
O -1.718 2.125 -3.447
H -2.155 1.845 -4.204
H -0.773 2.157 -3.440
O 0.445 -2.770 -0.894
H 1.148 -3.406 -0.822
H 0.708 -2.010 -0.278
O 0.181 -1.144 -3.480
H 0.566 -1.717 -2.750
H -0.555 -0.763 -2.921
O 2.572 -4.378 -0.487
H 2.208 -4.720 0.320
H 3.204 -3.657 -0.275
*
```

Computed properties:
Electronic energy: -40535.4018 eV
Highest occupied orbital energy: -9.1 eV
Structure (SMILES): CNC(=O)CCCS.O.O.O.O.O.O.O.O.O.O
Relative energy (zero: lowest compared OMol25 entry of this formula, charge and spin): 38.2 kcal/mol
LUMO energy: -0.1 eV
Largest force on an atom: 3.4 eV/Å
Molar mass: 313.366 g mol⁻¹



2.
DFT (the ωB97M-V functional and the def2-TZVPD basis) results for C4H10N2O in the gas phase in a non-equilibrium geometry.

Structure (ORCA input):
```
! wB97M-V def2-TZVPD RIJCOSX def2/J DEFGRID3
* xyz 0 1
C -2.157 0.385 -1.586
C -1.197 -0.323 -0.645
O -0.837 -1.456 -0.837
N -0.705 0.490 0.405
C 0.761 0.730 0.546
C 1.702 -0.475 0.389
N 1.643 -1.396 1.546
H -2.867 1.016 -1.055
H -2.684 -0.343 -2.191
H -1.482 0.949 -2.235
H -1.153 1.382 0.228
H 0.896 1.108 1.560
H 1.048 1.502 -0.146
H 2.718 -0.124 0.298
H 1.365 -1.021 -0.486
H 0.701 -1.357 1.926
H 2.249 -1.066 2.284
*
```

Computed properties:
Electronic energy: -9337.6728 eV
Highest occupied orbital energy: -9.2 eV
Structure (SMILES): CC(=O)NCCN
Relative energy (zero: lowest compared OMol25 entry of this formula, charge and spin): 30.3 kcal/mol
LUMO energy: 0.8 eV
Largest force on an atom: 1.6 eV/Å
Molar mass: 102.137 g mol⁻¹



3.
DFT (the ωB97M-V functional and the def2-TZVPD basis) results for 3 unconnected molecules or ions with the total composition C2H8N3S in a non-equilibrium geometry.

Structure (ORCA input):
```
! wB97M-V def2-TZVPD RIJCOSX def2/J DEFGRID3
* xyz 1 1
C 0.697 -0.545 -0.636
C -0.637 0.079 -0.956
N -0.184 -1.574 1.363
N 0.751 -1.386 0.395
N -0.807 1.404 -1.127
S 1.454 -0.441 -2.154
H 1.632 1.149 -0.221
H -1.482 -0.604 -1.148
H -0.490 -0.833 1.902
H -0.931 -2.218 1.053
H 1.349 -2.188 0.512
H 2.250 1.509 0.460
H 0.040 2.126 -1.192
H -1.766 1.699 -1.176
*
```

Computed properties:
Electronic energy: -17498.0347 eV
Highest occupied orbital energy: -13.5 eV
Relative energy (zero: lowest compared OMol25 entry of this formula, charge and spin): 100.8 kcal/mol
LUMO energy: -5.5 eV
Largest force on an atom: 5.0 eV/Å
Molar mass: 106.174 g mol⁻¹



4.
DFT (the ωB97M-V functional and the def2-TZVPD basis) results for H4N3P in the gas phase in a non-equilibrium geometry.

Structure (ORCA input):
```
! wB97M-V def2-TZVPD RIJCOSX def2/J DEFGRID3
* xyz 0 1
N -0.908 -1.577 0.196
N -0.049 -0.552 0.351
N 0.095 0.370 -0.776
P 1.324 1.385 -0.306
H -1.261 -1.904 -0.662
H -0.892 -2.106 1.108
H 0.894 1.918 0.990
H 0.797 2.465 -0.901
*
```

Computed properties:
Electronic energy: -13820.2973 eV
Highest occupied orbital energy (alpha / beta): -8.3 / -8.2 eV
Structure (SMILES): N/N=N/P
Relative energy (zero: lowest compared OMol25 entry of this formula, charge and spin): 44.7 kcal/mol
LUMO energy (alpha / beta): 0.1 / 0.1 eV
Largest force on an atom: 8.7 eV/Å
Molar mass: 77.027 g mol⁻¹



5.
DFT (the ωB97M-V functional and the def2-TZVPD basis) results for 11 unconnected molecules or ions with the total composition C26H58N4O7S7 in a non-equilibrium geometry.

Structure (ORCA input):
```
! wB97M-V def2-TZVPD RIJCOSX def2/J DEFGRID3
* xyz 0 1
C 1.784 4.236 -5.887
S 3.016 3.745 -7.121
O 4.173 4.686 -6.867
C 3.542 2.086 -6.354
H 0.966 3.536 -5.715
H 1.259 5.135 -6.208
H 2.395 4.444 -5.008
H 4.129 1.473 -7.039
H 2.564 1.614 -6.268
H 4.006 2.322 -5.397
C 4.972 -6.622 -2.538
S 5.372 -5.218 -3.623
O 4.088 -4.392 -3.612
C 6.676 -4.250 -2.721
H 4.378 -7.350 -3.090
H 4.318 -6.284 -1.734
H 5.918 -7.015 -2.167
H 6.720 -3.269 -3.195
H 7.647 -4.741 -2.770
H 6.466 -4.303 -1.652
C 0.402 -10.504 5.522
S 0.539 -9.457 3.968
O -0.911 -8.956 4.015
C 1.697 -8.155 4.636
H -0.156 -9.917 6.251
H 1.331 -10.764 6.030
H -0.148 -11.441 5.435
H 1.598 -7.889 5.689
H 1.603 -7.202 4.117
H 2.705 -8.497 4.404
C -3.221 -6.919 -3.275
S -4.657 -7.766 -4.048
O -3.993 -8.162 -5.400
C -4.794 -9.222 -2.952
H -3.142 -5.890 -3.626
H -2.290 -7.367 -3.622
H -3.287 -6.781 -2.195
H -3.824 -9.717 -2.941
H -5.453 -9.974 -3.387
H -5.117 -8.893 -1.964
C -6.405 -2.992 1.910
S -6.606 -1.507 2.911
O -7.587 -1.859 4.034
C -4.888 -1.404 3.648
H -7.351 -3.534 1.895
H -5.594 -3.670 2.176
H -6.307 -2.643 0.882
H -4.538 -2.357 4.046
H -4.956 -0.769 4.531
H -4.084 -0.982 3.047
C -7.678 2.384 -5.473
S -6.686 1.113 -4.563
O -5.659 0.654 -5.560
C -5.910 2.337 -3.392
H -8.273 2.875 -4.703
H -8.236 1.859 -6.248
H -7.182 3.256 -5.899
H -5.127 2.927 -3.869
H -5.338 1.865 -2.594
H -6.618 3.000 -2.895
C -0.631 11.630 0.171
S 0.039 10.040 -0.509
O -1.107 9.228 -1.174
C 0.947 10.959 -1.841
H -1.130 12.245 -0.578
H 0.175 12.224 0.601
H -1.277 11.392 1.016
H 1.632 11.676 -1.389
H 0.171 11.550 -2.328
H 1.549 10.342 -2.508
C 6.423 4.496 1.830
C 7.085 3.644 0.850
N 7.628 2.886 0.128
H 6.478 3.987 2.792
H 5.384 4.579 1.511
H 6.908 5.465 1.953
C 10.439 -1.276 3.429
C 11.643 -1.446 2.597
N 12.614 -1.576 2.038
H 10.415 -0.327 3.965
H 10.481 -1.948 4.286
H 9.555 -1.452 2.817
N 1.661 -0.249 -0.046
C 1.902 0.230 1.225
C 1.169 1.409 1.476
C 0.550 1.685 0.310
C 0.759 0.611 -0.592
H 2.108 -1.044 -0.480
H 2.555 -0.327 1.882
H 1.108 1.984 2.387
H -0.037 2.560 0.073
H 0.457 0.448 -1.616
N -5.618 5.274 6.168
C -5.007 5.399 7.411
C -3.799 5.989 7.290
C -3.598 6.250 5.912
C -4.798 5.848 5.305
H -6.519 4.860 5.973
H -5.650 5.130 8.236
H -3.178 6.349 8.097
H -2.646 6.550 5.499
H -5.086 5.813 4.264
*
```

Computed properties:
Electronic energy: -124030.9127 eV
Highest occupied orbital energy: -8.1 eV
LUMO energy: 0.1 eV
Largest force on an atom: 4.1 eV/Å
Molar mass: 763.240 g mol⁻¹